Here is the molecule C4H7NO from the OMol25 dataset. Energies are from ωB97M-V with the def2-TZVPD basis set.

Structure (XYZ):
```
13
Properties=species:S:1:pos:R:3:forces:R:3:mulliken_charge:R:1
C -2.23660 0.24402 0.42892 -0.1983 0.0208 0.0301 -0.787
N -0.78374 0.22731 0.44495 0.1764 -0.2017 -0.3996 -0.375
C -0.19940 -0.33606 -0.52340 -0.0916 0.1245 0.2364 -0.247
C 1.29162 -0.44637 -0.57228 -0.0895 0.0253 -0.1982 0.145
C 2.13658 0.38319 0.29114 0.1143 0.2914 0.0018 -0.396
O 1.91499 -0.98116 0.59009 0.0583 -0.1792 0.1257 -0.406
H -2.67007 -0.67664 0.01544 0.0854 0.1233 0.0115 0.301
H -2.59087 1.09028 -0.17031 0.0518 -0.0530 0.1043 0.291
H -2.61077 0.37985 1.44625 0.0529 -0.0402 -0.1378 0.280
H -0.74657 -0.78475 -1.36751 0.0218 0.0026 0.1399 0.337
H 1.70197 -0.82208 -1.51039 -0.0609 0.0698 0.1493 0.351
H 3.14764 0.63331 -0.03119 -0.1665 -0.0543 0.0325 0.249
H 1.64523 1.08909 0.95829 0.0459 -0.1294 -0.0958 0.257
```
Forces are in eV/Å.

**Energy relative to the best compared isomer or geometry (same formula, charge and spin)**: 61.7 kcal/mol
**Net charge**: 0
**SMILES**: C/N=C/[C@H]1CO1
**Kohn-Sham gap**: 10.93 eV

***

Here is a cluster of 2 separate species, C2H3O2S in total at a distorted geometry from the OMol25 dataset. Energies are from ωB97M-V with the def2-TZVPD basis set.

Structure (XYZ):
```
8
Properties=species:S:1:pos:R:3:forces:R:3:mulliken_charge:R:1
C 1.53730 -0.50729 -0.00730 -1.0370 -2.4998 0.0259 -0.031
C -1.30558 -0.12581 0.03337 -0.3079 -1.3293 2.1015 -0.520
O 2.04534 -1.59911 -0.07570 0.0383 0.7630 0.0673 -0.329
O -1.01414 1.19047 -0.06232 -1.5601 -0.2932 -0.4986 -0.492
S 1.78193 1.08229 -0.00275 1.5395 1.6635 -0.0425 -0.476
H -1.76032 -0.44748 1.05800 0.8333 0.4353 -1.9397 0.197
H -1.24389 -0.88836 -0.76991 -0.0466 1.0103 0.2953 0.298
H -0.04064 1.29530 -0.17339 0.5406 0.2502 -0.0092 0.353
```
Forces are in eV/Å.

**Energy relative to the best compared isomer or geometry (same formula, charge and spin)**: 76.8 kcal/mol
**Net charge**: -1
**Kohn-Sham gap (alpha / beta)**: 6.32 / 5.38 eV

***

Here is a cluster of 9 separate species, C33H79BrCl2N2O10PS2 in total at a distorted geometry from the OMol25 dataset. Energies are from ωB97M-V with the def2-TZVPD basis set.

Structure (XYZ):
```
130
Properties=species:S:1:pos:R:3:forces:R:3:mulliken_charge:R:1
C 0.34749 -2.08327 2.76747 -0.1094 -0.1317 -0.1834 -1.768
C 0.04531 -1.48491 1.41896 0.7098 0.2452 -0.3778 0.063
N 0.81835 -0.61805 0.88306 -0.0959 -0.2784 -0.1522 -0.053
C -1.16588 -1.95035 0.71348 -0.6845 0.0917 0.4670 -0.389
P -2.30152 -0.44339 0.16659 1.2656 0.4729 -2.0276 0.662
Br -3.37343 -0.64979 2.41841 -0.4083 -0.1208 0.8848 -0.510
C -1.43527 -0.24096 -1.54289 -0.2218 0.2005 0.2933 -1.686
C -0.49058 0.95207 -1.65941 -0.0962 0.0722 -0.4491 -0.713
C 0.47892 0.85962 -2.85580 -0.0797 -0.2788 0.0696 -1.101
S 2.17264 1.44692 -2.56673 -0.2816 0.5724 0.1640 -0.228
C 3.17859 0.21459 -1.80717 -0.3949 -0.2554 -0.3598 0.185
S 4.10273 0.73063 -0.56172 0.5086 0.1644 0.0730 -0.217
N 3.27211 -1.02792 -2.40411 0.0711 -0.1290 1.2426 0.430
C 2.06055 -1.89365 -2.33758 0.0660 0.1785 -1.2651 0.892
C 2.33669 -3.23324 -1.71994 0.0669 -0.1010 0.3729 -0.898
O 3.40705 -3.93661 -2.32574 -0.2755 -0.2532 -0.1013 -0.397
C 4.43602 -3.09146 -2.80647 0.1143 -0.2117 0.1175 -0.401
C 4.47792 -1.78847 -2.06457 -0.3866 -0.1319 -0.5506 -1.111
C -3.36499 1.14927 -0.12215 0.6637 0.3604 0.4343 -2.131
C -2.68877 2.28760 0.56961 0.5412 -1.3488 0.2590 0.806
C -3.16766 2.65615 1.87581 0.1636 0.7396 0.3768 -0.861
O -3.46138 3.45057 0.72652 -0.3488 1.1772 -0.6266 -0.613
C -3.58166 -1.72046 -0.69704 -0.4595 -0.2624 0.6953 -0.391
Cl -4.84129 -0.80944 -1.58393 -0.2016 -0.0624 0.0077 -0.194
C -4.18149 -2.86100 0.14763 -0.7079 -0.5998 -1.1506 0.287
C -3.24983 -4.05030 0.34491 -0.0203 0.1926 0.2458 -1.114
Cl -5.62914 -3.67284 -0.76883 0.0280 0.2620 -0.0635 -0.262
H -0.45393 -2.72553 3.10196 -0.2435 -0.0451 0.2250 0.396
H 0.52134 -1.30400 3.49674 0.1066 0.1562 0.2559 0.382
H 1.23385 -2.70310 2.66702 0.2721 -0.0448 0.1087 0.357
H 1.59956 -0.39759 1.50037 0.0584 0.0342 0.0241 0.140
H -1.73312 -2.50665 1.43559 -0.1909 -0.2068 0.1101 0.161
H -0.95832 -2.64099 -0.09495 0.3300 0.2036 -0.4581 0.197
H -1.34506 0.38116 0.82025 -0.1342 0.0042 0.2202 0.163
H -2.24150 -0.08119 -2.25211 -0.1906 -0.1187 -0.2668 0.787
H -0.93585 -1.15065 -1.86188 0.1507 -0.3432 0.1870 0.834
H -1.10989 1.81030 -1.89573 -0.1013 0.4140 0.3495 0.522
H 0.03561 1.15381 -0.73760 0.2305 -0.1226 0.1800 0.485
H 0.48906 -0.11799 -3.31381 0.0131 -0.2961 -0.0660 0.450
H 0.12504 1.52880 -3.63026 0.1327 0.2151 -0.2939 0.504
H 1.71125 -2.07591 -3.35171 -0.0716 0.0263 -0.2528 -0.060
H 1.26238 -1.40860 -1.80495 -0.1863 0.2109 0.4674 -0.825
H 1.44104 -3.83050 -1.83592 -0.1972 -0.2270 -0.0805 0.398
H 2.50760 -3.14208 -0.65182 0.1437 0.1187 0.3511 0.353
H 5.37700 -3.60114 -2.63334 0.2005 -0.2586 -0.0945 0.426
H 4.31089 -2.93699 -3.87692 -0.0228 0.1037 -0.2490 0.078
H 4.55103 -2.00758 -1.00347 0.1852 0.2518 0.2942 0.421
H 5.33989 -1.23865 -2.41658 0.2565 0.2818 0.2376 0.712
H -3.37179 1.47229 -1.15872 -0.5378 -0.4687 -0.3191 0.514
H -4.33587 1.13433 0.35335 -0.4874 -0.3738 -0.5207 0.548
H -1.63139 2.40981 0.40183 0.2507 0.4115 -0.2991 0.576
H -4.01574 2.12189 2.25811 -0.0888 -0.0659 0.4806 0.288
H -2.47638 3.18651 2.51128 -0.0519 -0.2412 0.6533 0.330
H -3.02812 -2.19062 -1.49807 0.3739 -0.1380 -0.1092 0.561
H -4.68769 -2.55648 1.04454 0.1122 0.3506 0.2445 0.331
H -2.86965 -4.06743 1.35672 0.2228 -0.0492 0.1534 0.140
H -2.43802 -4.00180 -0.36469 0.3168 -0.0822 -0.0890 0.170
H -3.76809 -4.97813 0.16826 -0.1607 -0.2310 0.1097 0.453
C -3.73281 -7.18052 -2.54510 0.0203 0.0017 0.0758 -0.906
C -5.03909 -7.79264 -2.07052 -0.0135 0.1933 0.0322 -0.210
O -5.35592 -7.40363 -0.74049 0.0798 -0.1553 -0.1056 -0.522
H -2.91732 -7.47118 -1.88186 0.0125 -0.0361 -0.0071 0.244
H -3.49131 -7.50114 -3.56018 -0.0129 0.0068 -0.0088 0.356
H -3.79640 -6.09024 -2.53337 -0.0291 0.0071 -0.0458 0.230
H -4.97571 -8.88059 -2.06443 -0.0219 -0.0239 0.0142 0.282
H -5.85608 -7.50340 -2.74185 0.0239 -0.0783 -0.0618 0.255
H -5.42512 -6.44359 -0.74102 -0.0849 0.2261 0.1340 0.234
C 5.06560 -7.90807 -0.83026 0.1387 0.0025 -0.0260 -1.161
C 5.33522 -6.47139 -1.24073 -0.1568 -0.1443 -0.2144 0.091
O 6.18923 -6.40066 -2.38594 0.1337 0.0544 0.2070 -0.531
H 6.00137 -8.42515 -0.61404 0.0064 0.0086 0.0407 0.284
H 4.42876 -7.95108 0.05429 -0.0248 0.0056 -0.0106 0.344
H 4.56886 -8.45134 -1.63769 -0.0726 0.0165 0.0223 0.330
H 5.84696 -5.93455 -0.44327 0.0571 0.0369 -0.0315 0.290
H 4.40108 -5.95008 -1.46086 -0.0085 0.0487 0.1278 0.080
H 5.74420 -6.85407 -3.10551 -0.0571 -0.0052 -0.1010 0.292
C -2.16380 6.61140 2.64862 0.1080 0.0414 0.0299 -0.609
C -1.72636 7.12477 1.28894 -0.2552 -0.3459 0.0095 -0.349
O -1.17119 6.08309 0.50011 0.0994 0.0390 -0.1112 -0.497
H -1.31384 6.16928 3.17113 0.0304 0.0231 0.0034 0.298
H -2.58309 7.40691 3.26530 -0.0521 -0.0190 0.0029 0.340
H -2.92062 5.83269 2.53492 -0.0470 0.0389 -0.0267 -0.018
H -0.95530 7.88824 1.38935 0.0429 -0.0081 -0.0430 0.303
H -2.57993 7.56857 0.76146 0.0280 0.1140 0.0569 0.244
H -1.84402 5.39785 0.39236 -0.0289 -0.0602 0.0586 0.288
C 6.58937 2.67132 2.71548 0.0738 -0.0817 -0.0379 -1.136
C 6.82785 3.19459 1.31089 -0.2053 -0.0858 -0.1149 -0.114
O 7.15654 2.15455 0.39635 0.1901 0.1090 0.1611 -0.509
H 7.47516 2.14966 3.07980 0.0243 0.0249 0.0148 0.284
H 6.35155 3.48390 3.40365 -0.0202 0.0067 -0.0105 0.350
H 5.76002 1.96100 2.72330 -0.0505 0.0432 0.0076 0.293
H 7.66469 3.89262 1.29821 0.0220 0.0015 -0.0441 0.338
H 5.93801 3.71929 0.94493 0.0319 0.1118 0.0863 0.239
H 6.41134 1.54571 0.38487 -0.0572 -0.1318 -0.1840 0.199
C -5.16409 4.86617 4.61855 0.0789 0.0583 0.0549 -0.985
C -5.58530 6.24242 5.10323 -0.0713 -0.2016 -0.4238 -0.166
O -5.14253 7.25663 4.19801 0.0042 0.1680 0.3350 -0.533
H -4.07967 4.82085 4.51525 0.0160 -0.0151 0.0276 0.240
H -5.48727 4.08879 5.30952 -0.0428 0.0047 -0.0009 0.423
H -5.59477 4.65589 3.63678 -0.0465 -0.0330 0.0177 0.332
H -5.13781 6.46461 6.07127 0.0363 0.1022 -0.0181 0.184
H -6.67315 6.29182 5.20791 0.0046 -0.0458 0.1182 0.169
H -5.53845 7.07307 3.34279 0.0049 -0.0424 -0.1057 0.322
C 3.94936 -3.93569 -7.36135 -0.0377 -0.0092 0.0950 -0.970
C 2.55029 -3.36534 -7.51285 0.1742 0.1747 0.0354 -0.278
O 2.14640 -2.63239 -6.36292 -0.0696 -0.1371 0.0229 -0.454
H 3.99949 -4.58204 -6.48473 -0.0136 -0.0344 -0.0038 0.188
H 4.23770 -4.51314 -8.24115 0.0023 0.0139 -0.0114 0.368
H 4.67909 -3.13462 -7.22229 0.0125 0.0089 -0.0600 0.314
H 1.82166 -4.16514 -7.63327 -0.0496 0.0092 0.0106 0.283
H 2.49822 -2.72004 -8.39717 -0.0330 -0.0852 -0.0545 0.277
H 2.76642 -1.90883 -6.23744 0.0207 0.0976 0.0466 0.256
C -7.02881 4.79599 9.11145 0.0628 -0.0012 -0.0904 -0.996
C -8.05935 5.02760 8.02107 0.0219 -0.2410 0.0524 -0.278
O -7.74950 4.31037 6.83095 -0.0094 0.1938 0.0400 -0.459
H -6.03832 5.08886 8.76309 0.0072 0.0380 0.0036 0.244
H -7.26884 5.36875 10.00837 -0.0154 -0.0052 0.0068 0.340
H -6.98365 3.73845 9.38114 -0.0408 0.0013 0.0434 0.318
H -8.08984 6.07938 7.74099 -0.0216 0.0126 -0.0478 0.278
H -9.05501 4.73808 8.37547 -0.0241 0.1099 0.0240 0.299
H -7.72780 3.37443 7.04591 0.0140 -0.1080 -0.0331 0.275
C 7.34910 4.95628 -2.19924 0.0589 -0.0413 -0.0868 -0.959
C 6.08299 4.55366 -2.93344 0.0559 -0.2090 0.1138 -0.082
O 6.35470 3.65654 -4.00820 0.0194 0.1881 -0.0686 -0.531
H 8.05460 5.42642 -2.88602 -0.0288 0.0495 -0.0107 0.306
H 7.12792 5.65445 -1.39007 -0.0097 -0.0139 0.0157 0.301
H 7.83625 4.07715 -1.77142 -0.0551 0.0015 0.0897 0.240
H 5.60098 5.42383 -3.37641 -0.0300 -0.0173 -0.0564 0.320
H 5.37415 4.08571 -2.24250 -0.0322 0.0930 0.0335 0.104
H 6.76037 2.87225 -3.62994 -0.0057 -0.1046 0.0358 0.302
```
Forces are in eV/Å.

**Net charge**: -1
**Kohn-Sham gap**: 7.31 eV

***

Among the records above, which one has the highest net charge?
C4H7NO

***

What is the net charge in the third record?
-1

***

Which of these has the highest net charge?
C4H7NO

***

Please write out number 2 again, unchanged.
Here is a cluster of 2 separate species, C2H3O2S in total at a distorted geometry from the OMol25 dataset. Energies are from ωB97M-V with the def2-TZVPD basis set.

Structure (XYZ):
```
8
Properties=species:S:1:pos:R:3:forces:R:3:mulliken_charge:R:1
C 1.53730 -0.50729 -0.00730 -1.0370 -2.4998 0.0259 -0.031
C -1.30558 -0.12581 0.03337 -0.3079 -1.3293 2.1015 -0.520
O 2.04534 -1.59911 -0.07570 0.0383 0.7630 0.0673 -0.329
O -1.01414 1.19047 -0.06232 -1.5601 -0.2932 -0.4986 -0.492
S 1.78193 1.08229 -0.00275 1.5395 1.6635 -0.0425 -0.476
H -1.76032 -0.44748 1.05800 0.8333 0.4353 -1.9397 0.197
H -1.24389 -0.88836 -0.76991 -0.0466 1.0103 0.2953 0.298
H -0.04064 1.29530 -0.17339 0.5406 0.2502 -0.0092 0.353
```
Forces are in eV/Å.

**Energy relative to the best compared isomer or geometry (same formula, charge and spin)**: 76.8 kcal/mol
**Net charge**: -1
**Kohn-Sham gap (alpha / beta)**: 6.32 / 5.38 eV